No. 1
{
  "formula": "C8H7N3O2S",
  "method": "wB97M-V/def2-TZVPD",
  "elements": ["S", "O", "O", "N", "N", "N", "C", "C", "C", "C", "C", "C", "C", "C", "H", "H", "H", "H", "H", "H", "H"],
  "coordinates": [[-0.42855, -2.50850, -2.40926], [-0.98872, -3.79100, -1.98092], [-0.64909, -2.13602, -3.73415], [-1.14884, -1.22901, -1.42129], [2.68617, -1.34250, -0.65851], [1.23566, -2.47194, -2.05554], [-0.47281, 0.41461, 0.26913], [0.43505, 1.46793, 0.45294], [-0.38245, -0.62352, -0.67627], [0.20605, 2.43449, 1.45726], [-1.60586, 0.43792, 1.10410], [-1.97835, 1.42720, 1.96083], [-0.98965, 2.43635, 2.17999], [1.53967, -1.59733, -1.21260], [3.65422, -1.71677, -0.97392], [2.82531, -0.49912, -0.06264], [-3.00256, 1.34659, 2.42044], [-0.98212, 3.34603, 2.85642], [1.39058, 1.73801, -0.23776], [-2.27806, -0.34339, 1.09308], [0.93438, 3.20997, 1.62868]],
  "forces_ev_per_angstrom": [[-0.50, -3.06, 2.12], [1.00, 2.26, -0.13], [-0.15, 0.97, -2.13], [0.56, -0.36, 0.27], [4.40, 1.36, 1.21], [-1.41, 0.22, -0.11], [-0.03, 2.00, 1.77], [2.25, 1.26, -1.19], [2.85, -2.31, -2.22], [-0.90, -1.31, -0.74], [0.33, 0.26, -0.43], [0.75, 1.61, 1.04], [0.25, 1.20, 0.48], [-2.96, 0.86, 0.38], [-2.65, 0.41, 0.36], [-0.67, -1.18, -0.78], [1.49, 0.42, -0.21], [-1.02, -1.50, -0.49], [-2.40, -1.35, 1.52], [-1.22, -1.86, -0.67], [0.04, 0.09, -0.04]],
  "lowdin_charge": [0.6041, -0.3161, -0.2790, 0.0352, 0.0957, -0.0362, -0.2166, -0.0364, -0.1123, -0.1024, -0.0499, -0.0534, -0.0651, -0.3456, 0.1643, 0.1079, 0.1308, 0.1223, 0.1605, 0.0958, 0.0962],
  "homo_lumo_gap_ha": 0.322,
  "total_energy_ev": -27806.4803,
  "e_homo_ev": -9.34
}

***

No. 2
{
  "formula": "C39H52Cl2KO4P2S4SbSe",
  "method": "wB97M-V/def2-TZVPD",
  "elements": ["Sb", "Se", "K", "Cl", "Cl", "S", "S", "S", "S", "P", "P", "O", "O", "O", "O", "C", "C", "C", "C", "C", "C", "C", "C", "C", "C", "C", "C", "C", "C", "C", "C", "C", "C", "C", "C", "C", "C", "C", "C", "C", "C", "C", "C", "C", "C", "C", "C", "C", "C", "C", "C", "C", "C", "C", "H", "H", "H", "H", "H", "H", "H", "H", "H", "H", "H", "H", "H", "H", "H", "H", "H", "H", "H", "H", "H", "H", "H", "H", "H", "H", "H", "H", "H", "H", "H", "H", "H", "H", "H", "H", "H", "H", "H", "H", "H", "H", "H", "H", "H", "H", "H", "H", "H", "H", "H", "H"],
  "coordinates": [[-0.51730, 1.81538, 1.43144], [-0.41979, 1.49921, -3.31600], [0.17456, -0.94319, -1.55505], [-0.26126, -5.86292, 3.05596], [1.95384, -3.65543, -1.39837], [3.21232, -0.59805, -2.96818], [2.80596, 1.73406, -0.52046], [-0.60177, -3.93691, 0.49723], [4.38605, -1.21303, 0.23113], [-0.65242, -2.93425, -3.90272], [-2.88852, -1.36134, -1.83990], [-0.32698, 1.35045, -1.66525], [0.84578, 0.63318, -3.92361], [-0.29207, 3.08515, -3.70087], [-1.81843, 0.80428, -3.83205], [1.05842, -5.61981, 1.93141], [0.75972, 5.44191, 4.60749], [1.42549, 4.23098, 4.60924], [-2.47551, -3.24631, -3.91014], [-1.06986, 4.26421, -0.71996], [1.08680, 3.21403, 3.71725], [-1.15669, -0.84644, 2.62360], [-0.26770, 5.64760, 3.69973], [3.82356, 1.10049, -3.10329], [4.71217, -1.51122, -2.54424], [-4.10861, 0.00028, -1.75256], [-2.34672, 3.73356, -0.14524], [2.23189, -6.28948, 2.21218], [-4.78882, 2.72078, 0.77274], [-2.16482, 2.22875, 4.62611], [-0.49249, -1.99085, -5.46327], [-1.56752, -1.87168, 3.46428], [0.86785, -4.76908, 0.82795], [-3.77544, -2.62775, -0.83032], [-1.32563, 0.49678, 2.94858], [-0.61630, 4.63643, 2.82066], [-2.32272, -0.21564, 5.01939], [-2.37008, 2.70436, 0.80250], [-2.14724, -1.54637, 4.67630], [4.51105, 1.62189, 0.08857], [3.08003, 2.13187, -2.25883], [0.04179, 3.40913, 2.81201], [4.77033, 0.39398, 0.95611], [1.87896, 1.94041, 3.79024], [-3.55791, 4.25053, -0.59779], [5.44007, -1.17846, -1.24034], [3.21452, -5.32151, 0.26553], [2.02336, -4.67228, 0.01882], [-3.28389, -2.00840, -3.52675], [-4.77008, 3.75530, -0.14716], [-3.58893, 2.20157, 1.23515], [-1.92803, 0.81634, 4.17522], [3.33005, -6.14730, 1.37809], [-0.07403, -4.58979, -4.45640], [-0.21763, -5.31368, -3.65418], [-3.22094, -3.56597, -0.81875], [-0.88996, -0.98825, -5.30997], [-4.36079, -2.22698, -3.57351], [-1.28431, 2.64953, 5.11468], [1.90196, 1.55909, 4.81275], [-4.79310, -2.80541, -1.19407], [-2.40563, 2.88280, 3.79315], [-5.72769, 2.30651, 1.11815], [-0.25207, 4.24279, 0.00133], [1.04052, 6.21825, 5.30920], [4.25653, -6.66063, 1.59330], [-1.20006, 5.30227, -1.03367], [3.73136, 1.41483, -4.14496], [-5.11287, -0.33980, -2.02626], [1.47874, 1.14485, 3.16500], [4.38572, -2.55024, -2.51905], [-5.69697, 4.16667, -0.53128], [-3.77173, 0.78291, -2.42950], [5.43896, -1.43843, -3.36240], [-3.53837, 5.03867, -1.34147], [-1.00622, -2.49392, -6.29126], [5.90395, -0.19132, -1.30954], [-3.07062, -1.18670, -4.21145], [0.56550, -1.86942, -5.70078], [-2.79078, 0.03555, 5.96600], [-1.44159, 4.80149, 2.13986], [-0.60120, -4.93038, -5.35355], [4.88951, 1.09488, -2.85628], [4.76329, 2.50330, 0.68785], [-2.47230, -2.32509, 5.35365], [-2.76859, -3.59961, -4.90995], [-3.82931, -2.28344, 0.20290], [3.60927, 3.08760, -2.33134], [4.14215, 0.43468, 1.84743], [5.80869, 0.41443, 1.30315], [-0.70523, -1.13890, 1.67886], [2.91010, 2.11987, 3.48088], [-0.75619, 3.68137, -1.59241], [5.19400, 1.62699, -0.76093], [2.22845, 4.05991, 5.31824], [-1.43586, -2.89543, 3.14167], [-2.66898, -4.06405, -3.20802], [6.25778, -1.89397, -1.11103], [0.99438, -4.54526, -4.66957], [-3.60884, 1.38139, 1.94360], [4.04099, -5.16905, -0.41233], [-4.13597, 0.40424, -0.73893], [-2.99480, 2.26018, 5.33572], [2.27441, -6.91588, 3.09289], [-0.80409, 6.58805, 3.68018], [2.08945, 2.28334, -2.66021]],
  "forces_ev_per_angstrom": [[0.00, -0.07, -0.07], [-0.19, 0.30, -0.39], [0.82, -1.05, 0.49], [0.02, -0.02, 0.01], [0.15, -0.16, -0.03], [-0.10, -0.23, -0.09], [0.00, 0.04, 0.08], [0.02, 0.05, -0.08], [-0.01, -0.09, 0.00], [-0.02, 0.03, -0.13], [-0.36, -0.12, 0.10], [-0.27, 0.95, -0.06], [-0.03, 0.00, 0.08], [-0.05, -0.20, -0.02], [0.15, 0.14, 0.04], [-0.17, -0.11, 0.27], [0.02, 0.06, 0.06], [0.02, 0.01, 0.01], [0.03, -0.11, -0.08], [0.07, 0.19, -0.05], [0.02, 0.06, -0.01], [0.00, -0.17, -0.15], [-0.05, 0.05, -0.02], [0.09, 0.05, -0.01], [0.25, 0.09, -0.02], [-0.04, -0.04, 0.03], [0.02, 0.00, -0.08], [0.14, -0.05, 0.00], [-0.07, 0.01, 0.01], [-0.17, 0.09, 0.09], [0.01, -0.09, -0.09], [-0.03, -0.02, -0.03], [-0.13, 0.18, -0.13], [-0.05, 0.01, -0.03], [-0.02, 0.11, 0.04], [-0.03, 0.07, -0.08], [-0.04, 0.03, 0.08], [0.17, -0.03, 0.02], [0.00, -0.09, 0.00], [0.07, 0.04, 0.01], [0.32, 0.05, 0.11], [0.03, -0.03, -0.04], [0.01, 0.06, 0.10], [0.07, -0.21, 0.03], [-0.01, 0.01, -0.05], [0.09, 0.05, -0.11], [-0.03, -0.10, 0.17], [-0.04, 0.18, -0.18], [-0.13, 0.03, 0.04], [-0.07, 0.03, -0.05], [-0.08, -0.06, 0.20], [0.05, -0.01, -0.03], [-0.03, 0.06, -0.08], [-0.04, -0.05, -0.05], [-0.02, -0.02, 0.04], [0.04, -0.03, -0.02], [-0.05, 0.08, 0.04], [0.08, 0.03, -0.02], [0.03, 0.02, 0.02], [0.01, -0.01, 0.03], [-0.02, 0.00, -0.02], [-0.06, 0.03, -0.06], [-0.03, -0.01, 0.01], [0.08, -0.01, 0.06], [0.00, 0.02, 0.01], [0.05, -0.02, 0.00], [0.02, 0.01, -0.02], [-0.03, -0.05, 0.02], [-0.02, 0.01, -0.02], [0.00, 0.00, -0.03], [-0.10, -0.05, 0.03], [0.00, -0.01, 0.01], [0.03, 0.06, -0.04], [-0.03, 0.03, 0.02], [-0.01, 0.03, -0.01], [0.01, 0.03, 0.00], [-0.07, -0.07, 0.02], [0.01, 0.07, -0.02], [0.01, 0.00, 0.02], [-0.01, 0.01, 0.02], [-0.05, 0.00, -0.07], [0.00, 0.00, 0.00], [-0.03, -0.05, -0.01], [-0.07, 0.01, -0.05], [-0.02, -0.06, 0.04], [0.02, 0.00, 0.08], [0.02, 0.03, 0.07], [-0.01, -0.02, 0.01], [-0.05, -0.01, 0.03], [-0.01, -0.02, -0.02], [0.02, 0.03, 0.02], [0.07, -0.02, -0.03], [-0.06, 0.07, 0.07], [-0.04, 0.02, -0.05], [0.03, -0.01, 0.03], [0.04, -0.08, 0.00], [0.02, 0.00, 0.02], [-0.03, 0.01, 0.01], [0.04, 0.03, -0.01], [0.00, -0.03, 0.05], [0.08, -0.01, -0.03], [0.02, -0.02, -0.05], [0.02, 0.01, 0.02], [0.03, -0.02, 0.01], [-0.02, 0.03, 0.01], [-0.31, 0.01, -0.09]],
  "lowdin_charge": [1.6069, 0.6584, 0.2975, 0.5917, 0.6498, 0.8413, 0.8373, 0.4905, 0.8432, 0.8246, 0.8356, -0.7410, -0.5822, -0.5153, -0.5278, -0.6883, -0.1103, -0.0768, -0.4391, -0.0702, -0.3224, -0.1449, -0.1008, -0.5022, -0.5670, -0.2796, -0.3071, -0.1611, -0.1172, -0.0585, -0.2889, -0.0898, -0.7971, -0.3115, -0.3357, -0.1343, -0.0770, -0.3190, -0.0955, -0.5437, -0.5237, -0.3237, -0.5696, -0.0685, -0.0505, -0.5363, -0.1463, -0.6549, -0.4380, -0.1011, -0.1438, -0.3037, -0.1269, -0.3161, 0.0275, -0.0116, 0.0104, 0.0724, 0.0784, 0.0842, 0.0292, 0.0552, 0.0938, 0.0498, 0.0894, 0.0837, 0.0827, 0.0775, 0.0348, 0.0330, 0.0312, 0.0914, 0.0244, 0.0695, 0.1075, 0.0341, 0.0533, 0.0531, 0.0367, 0.0978, 0.0908, 0.0272, 0.0579, 0.0673, 0.0927, 0.0709, 0.0276, 0.0798, 0.0509, 0.0697, 0.0535, 0.0758, 0.0429, 0.0498, 0.1041, 0.0530, 0.0674, 0.0637, 0.0242, 0.0920, 0.0901, 0.0143, 0.0743, 0.0848, 0.0930, 0.0232],
  "homo_lumo_gap_ha": 0.216,
  "total_energy_ev": -224651.3439,
  "total_charge": -2,
  "e_homo_ev": -2.24
}

***

No. 3
{
  "formula": "C21H47N7OSSi3Tl",
  "method": "wB97M-V/def2-TZVPD",
  "elements": ["Tl", "S", "Si", "Si", "Si", "O", "N", "N", "N", "N", "N", "N", "N", "C", "C", "C", "C", "C", "C", "C", "C", "C", "C", "C", "C", "C", "C", "C", "C", "C", "C", "C", "C", "C", "H", "H", "H", "H", "H", "H", "H", "H", "H", "H", "H", "H", "H", "H", "H", "H", "H", "H", "H", "H", "H", "H", "H", "H", "H", "H", "H", "H", "H", "H", "H", "H", "H", "H", "H", "H", "H", "H", "H", "H", "H", "H", "H", "H", "H", "H", "H"],
  "coordinates": [[0.63785, -0.48082, 0.48940], [2.32692, 0.29597, 2.29227], [-0.98561, 0.39151, -2.40345], [0.13677, 2.70767, -0.47100], [2.16669, 0.88277, -2.06609], [3.07537, -0.09970, -1.05529], [-0.74924, 0.45577, 2.61360], [-0.80813, -2.39442, -0.14326], [1.94461, 2.11886, 4.12046], [0.47091, -2.41567, 2.39300], [-0.00171, 1.22354, 3.46546], [-2.98204, -0.79238, 1.11251], [2.38476, -2.32274, 0.29838], [1.78652, -3.02588, 2.57940], [-5.33943, -1.23055, 1.09211], [-0.63106, -3.33622, 2.13785], [2.42766, -3.43339, 1.25578], [1.59729, 3.27901, 0.56448], [-3.10904, -0.23875, 2.32214], [-0.87435, -1.43083, -2.89738], [-1.96112, 0.34693, 3.02461], [1.29607, 1.24877, 3.31804], [-0.15436, 3.99881, -1.81447], [4.46281, -0.26638, -1.31986], [3.10438, 2.50389, -2.18799], [-4.34245, -0.15707, 2.96860], [-2.66841, 0.65662, -1.63005], [-1.01334, 1.30293, -4.04795], [-1.39905, 2.79622, 0.59647], [0.44092, 0.97228, -1.27178], [-0.78575, -3.62346, 0.64775], [2.24653, 0.14132, -3.77946], [-5.47059, -0.66274, 2.34874], [-4.07673, -1.26697, 0.52344], [-3.40150, 0.03475, -2.14782], [-2.98955, 1.69076, -1.73935], [0.04822, 4.99053, -1.40386], [-0.88957, 2.37099, -3.95966], [4.63996, -1.20302, -1.85169], [-6.43443, -0.61159, 2.83630], [1.64506, -0.75099, -3.92857], [-6.18875, -1.63540, 0.56209], [-1.62407, -2.03104, -2.37861], [3.13268, -1.66465, 0.48483], [-1.98856, 1.12743, -4.50910], [0.25712, -1.82282, 3.18339], [-3.93901, -1.69864, -0.46309], [-0.26431, 0.92754, -4.73876], [3.73480, 2.49388, -3.07977], [2.42052, 2.57180, 0.59486], [-1.31528, 3.67925, 1.23343], [3.74954, 2.65196, -1.32306], [0.11038, -1.87042, -2.74210], [0.46904, 3.87916, -2.69495], [-1.64126, -1.84286, 0.07372], [-4.40717, 0.30634, 3.94305], [-1.69590, -4.21454, 0.49933], [0.04273, -4.22919, 0.29178], [2.41612, -2.28093, 3.06514], [5.00704, -0.27983, -0.37480], [3.44899, -3.77458, 1.45130], [-2.19629, 0.80622, 3.98356], [2.94732, 2.11809, 4.16199], [4.86436, 0.55020, -1.92161], [2.51621, -2.64297, -0.65304], [-1.09787, -1.51439, -3.96178], [1.28197, 3.45212, 1.59447], [1.95843, 0.87600, -4.52852], [-1.52227, 1.93657, 1.24916], [-2.30483, 2.90122, 0.00495], [-0.49902, -4.29003, 2.66349], [1.73711, -3.90569, 3.23208], [1.41118, 2.63450, 4.79960], [-0.78701, -2.59633, -1.13539], [2.46447, 3.37646, -2.26282], [-1.54626, -2.88271, 2.51087], [-2.69340, 0.40416, -0.56835], [-1.19476, 3.99299, -2.13886], [1.98118, 4.22279, 0.17573], [1.89613, -4.27579, 0.82001], [3.28683, -0.12220, -3.98599]],
  "forces_ev_per_angstrom": [[0.13, 0.00, 0.13], [-0.05, 0.02, -0.19], [0.16, 0.39, -0.18], [-0.10, 0.09, -0.29], [-0.16, 0.27, -0.02], [-0.04, 0.08, -0.09], [-0.12, -0.36, 0.10], [-0.08, 0.13, 0.38], [0.08, -0.05, -0.03], [-0.06, -0.01, 0.05], [0.02, 0.02, -0.07], [0.02, -0.22, 0.32], [0.14, -0.02, 0.16], [-0.02, -0.01, -0.03], [0.06, -0.01, 0.02], [0.19, 0.00, -0.09], [-0.12, -0.03, 0.03], [0.01, -0.08, 0.01], [0.03, -0.08, 0.04], [-0.06, 0.01, -0.19], [0.18, 0.06, 0.14], [-0.13, -0.04, 0.14], [-0.03, -0.13, 0.04], [0.07, -0.01, 0.04], [-0.02, -0.06, -0.02], [-0.01, 0.00, -0.02], [0.15, 0.02, 0.13], [-0.02, -0.26, 0.11], [-0.02, -0.13, 0.02], [-0.01, -0.26, 0.25], [-0.06, -0.07, 0.00], [-0.05, -0.03, 0.07], [0.02, 0.01, -0.01], [-0.12, -0.15, 0.11], [-0.03, -0.02, -0.08], [-0.01, 0.10, -0.04], [-0.01, 0.00, 0.05], [0.05, 0.38, 0.06], [0.02, -0.03, -0.01], [-0.01, 0.01, 0.00], [-0.07, -0.10, -0.03], [-0.01, -0.01, -0.02], [-0.13, 0.12, -0.35], [0.06, -0.06, -0.11], [-0.04, -0.03, 0.01], [0.03, 0.03, 0.02], [-0.01, 0.00, 0.01], [0.11, -0.03, -0.08], [0.01, -0.01, -0.01], [0.10, -0.06, 0.03], [0.03, 0.05, 0.02], [0.02, 0.01, 0.06], [0.08, -0.06, 0.00], [0.07, 0.01, -0.15], [-0.12, -0.15, -0.05], [0.01, 0.00, 0.02], [0.01, 0.04, 0.02], [-0.02, -0.07, -0.04], [-0.01, -0.07, 0.00], [0.00, -0.02, 0.02], [-0.03, 0.05, -0.01], [-0.01, 0.04, -0.03], [-0.03, 0.03, -0.01], [0.03, 0.02, -0.01], [0.04, 0.04, -0.03], [0.02, 0.02, -0.05], [-0.02, 0.00, 0.03], [-0.04, 0.07, -0.07], [-0.02, 0.19, -0.15], [-0.06, 0.03, -0.09], [-0.01, 0.03, 0.01], [-0.02, 0.00, -0.01], [-0.01, -0.01, 0.03], [0.14, 0.00, 0.43], [-0.07, 0.11, -0.03], [-0.11, 0.09, 0.02], [0.09, 0.22, -0.37], [-0.07, -0.02, -0.06], [0.00, 0.03, -0.03], [0.05, -0.06, 0.02], [0.04, 0.00, 0.01]],
  "lowdin_charge": [0.8208, 0.6929, 0.4063, 0.4059, 0.3356, -0.3770, -0.0713, -0.0240, 0.0863, -0.1189, -0.0043, 0.0654, -0.0221, -0.2191, -0.0309, -0.1845, -0.2119, -0.1801, -0.2508, -0.1777, -0.0965, -0.8370, -0.1740, -0.1220, -0.1405, -0.0032, -0.1700, -0.1571, -0.1615, -0.5019, -0.2088, -0.1387, -0.0354, -0.1364, 0.0450, 0.0390, 0.0447, 0.0170, 0.0925, 0.1181, 0.0233, 0.1133, 0.0215, 0.0362, 0.0467, 0.0923, 0.1128, 0.0205, 0.0484, -0.0079, 0.0521, 0.0452, 0.0280, 0.0179, 0.0287, 0.1187, 0.1269, 0.0974, 0.0742, 0.0946, 0.1267, 0.1279, 0.0892, 0.0798, 0.0981, 0.0533, 0.0275, 0.0395, -0.0119, 0.0266, 0.1282, 0.1267, 0.1102, 0.0281, 0.0165, 0.1130, -0.0055, 0.0331, 0.0442, 0.0997, 0.0441],
  "homo_lumo_gap_ha": 0.287,
  "total_energy_ev": -74177.8631,
  "total_charge": 1,
  "e_homo_ev": -10.64
}

***

What is the formula in the first record?
C8H7N3O2S